(1)
Molecular formula: C32H26Cl8MoN2O5S2Si
Method: DFT, ωB97M-V with the def2-TZVPD basis set

```
! wB97M-V def2-TZVPD RIJCOSX def2/J DEFGRID3
* xyz 0 3
Mo 0.6315 -0.2422 0.2191
O -3.1760 -1.7182 -1.1391
C -2.4090 -0.8332 -0.7792
O -1.1444 -1.0363 -0.6095
C -2.9221 0.5108 -0.3280
C -2.6952 0.6011 1.2056
C -3.6355 1.6422 1.8019
C -3.0039 2.9434 1.2510
C -1.7699 2.4111 0.5202
O -1.4061 1.2407 1.2986
C -2.1403 1.7719 -0.8171
C -0.9006 1.4874 -1.6614
O -0.9364 1.5172 -2.8603
O 0.2250 1.2950 -0.9553
H -3.9778 0.5667 -0.5835
H -2.6609 -0.3541 1.7236
H -3.5987 1.6108 2.8900
H -4.6664 1.4885 1.4864
H -2.7099 3.6144 2.0560
H -3.6622 3.4896 0.5762
H -0.9349 3.0908 0.4770
H -2.7899 2.4020 -1.4219
S -0.1634 -1.6156 2.1684
C -0.7385 -2.9311 1.3031
N -1.6771 -3.7559 1.7416
C -2.0028 -4.9574 0.9676
C -2.0779 -4.6108 -0.4910
N -0.8311 -3.9628 -0.8975
C -0.5509 -4.0229 -2.3414
C -0.0442 -5.3815 -2.7447
C -0.8129 -6.2050 -3.5572
C -0.3529 -7.4656 -3.9173
C 0.8779 -7.9091 -3.4600
C 1.6520 -7.0886 -2.6478
C 1.1946 -5.8303 -2.2926
C -0.1629 -3.2023 -0.0718
S 1.3456 -2.5204 -0.4544
C -2.3951 -3.5526 3.0013
C -3.8853 -3.5251 2.7795
C -4.4268 -2.8335 1.6984
C -5.8019 -2.7766 1.5257
C -6.6460 -3.4023 2.4340
C -6.1094 -4.0916 3.5113
C -4.7328 -4.1575 3.6796
H -2.9618 -5.3345 1.3152
H -1.2379 -5.7185 1.1482
H -2.8973 -3.9232 -0.7181
H -2.1828 -5.5203 -1.0829
H 0.1581 -3.2312 -2.5725
H -1.4992 -3.7947 -2.8329
H -1.7730 -5.8548 -3.9187
H -0.9566 -8.0976 -4.5549
H 1.2389 -8.8900 -3.7394
H 2.6180 -7.4278 -2.2978
H 1.8066 -5.1857 -1.6716
H -2.0542 -2.6089 3.4203
H -2.1161 -4.3446 3.7010
H -3.7856 -2.3430 0.9719
H -6.2082 -2.2412 0.6777
H -7.7183 -3.3568 2.2992
H -6.7611 -4.5857 4.2196
H -4.3167 -4.7034 4.5183
Cl 1.3718 3.0839 1.2368
C 2.2039 1.8712 2.1464
C 2.1204 0.5193 1.7775
C 2.9330 -0.3244 2.5630
Cl 3.0632 -2.0246 2.2353
C 3.7084 0.1196 3.6383
Cl 4.6660 -0.9749 4.5646
C 3.7126 1.4644 3.9785
Cl 4.6441 2.0281 5.3088
C 2.9608 2.3478 3.2181
Cl 2.9822 4.0229 3.6208
Cl 3.5194 1.9889 -1.1308
Si 2.7513 0.0872 -1.1127
Cl 2.2396 -0.3323 -3.0777
Cl 4.3810 -1.1222 -0.7350
*
```

Summary:
energy	-178413.70685	eV
relative energy (zero: lowest compared OMol25 entry of this formula, charge and spin)	0.0	kJ/mol
⟨S²⟩	2.0303
largest force on an atom	0.7	eV/A

(2)
Molecular formula: C5H11O2
Method: DFT, ωB97M-V with the def2-TZVPD basis set

```
! wB97M-V def2-TZVPD RIJCOSX def2/J DEFGRID3
* xyz -1 1
C 0.2050 -1.1042 2.5938
C 1.4487 -0.4185 1.9574
H -0.4355 -1.2763 1.8034
H 0.5341 -2.1099 3.0428
H 0.0003 -0.4006 3.3673
H 2.1668 -1.2337 1.6454
H 2.0897 0.2967 2.5280
H 1.1891 0.1551 0.9777
C -0.5072 0.9316 -1.2534
C 0.0394 0.5947 -2.7079
C -1.8913 0.3737 -1.0791
O -2.4774 1.0195 -0.2259
O -2.2949 -0.4154 -1.9114
H 0.2065 0.3635 -0.5999
H -0.4571 1.9818 -0.9806
H 0.9588 1.0774 -2.9970
H -0.8044 0.6933 -3.4376
H 0.0296 -0.5288 -2.7228
*
```

Summary:
energy	-9458.59514	eV
relative energy (zero: lowest compared OMol25 entry of this formula, charge and spin)	138.4	kJ/mol
largest force on an atom	4.3	eV/A

(3)
Molecular formula: C23H32ClO12PS3
Method: DFT, ωB97M-V with the def2-TZVPD basis set

```
! wB97M-V def2-TZVPD RIJCOSX def2/J DEFGRID3
* xyz 0 1
O -1.2545 -2.4531 1.3455
C -1.1591 -1.8542 0.2978
C -2.3439 -1.4802 -0.6201
C -3.5848 -1.0008 -0.0498
C -4.6809 -0.6922 -0.9749
C -4.4794 -0.8871 -2.4044
C -3.2098 -1.3465 -2.9786
C -2.1163 -1.6439 -2.0697
C -0.7087 -2.1252 -2.5372
O -0.5463 -2.8596 -3.4810
C 0.4792 -1.6096 -1.6609
C 1.7870 -1.3137 -2.2605
C 2.8293 -0.8746 -1.3463
P 4.5174 -0.5622 -2.1422
O 5.3346 0.6258 -1.2891
Cl 5.5386 -2.3859 -1.7472
C 2.6349 -0.6799 0.1172
C 1.3220 -0.9816 0.6968
C 0.2741 -1.4595 -0.2045
H -3.6859 -0.9008 1.0541
H -5.6296 -0.3245 -0.5204
H -5.3211 -0.6844 -3.1133
H -3.0902 -1.4675 -4.0828
H 1.9405 -1.4278 -3.3580
H 5.8281 1.1775 -1.9248
H 3.4535 -0.3388 0.7854
H 1.1255 -0.8524 1.7899
O -4.9814 1.7284 1.2105
S -4.3795 2.9500 1.6624
O -2.9823 3.0303 1.9671
O -5.2166 3.5123 2.9115
C -5.4352 2.6439 4.0306
C -4.1998 2.5284 4.9032
C -4.7829 4.2417 0.5279
H -5.7753 1.6615 3.6941
H -6.2466 3.0836 4.6123
H -3.3960 2.0087 4.3796
H -4.4244 1.9720 5.8147
H -3.8239 3.5170 5.1726
H -5.8524 4.2149 0.3292
H -4.2248 4.0639 -0.3900
H -4.4912 5.1955 0.9633
O 2.3788 -5.1567 -0.1725
S 1.6192 -6.3625 -0.0171
O 2.1663 -7.6441 -0.3535
O 0.2085 -6.1896 -0.7623
C 0.2102 -5.7990 -2.1418
C 0.5547 -6.9598 -3.0551
C 0.9869 -6.4340 1.6307
H 0.8857 -4.9555 -2.3017
H -0.7983 -5.4511 -2.3692
H 1.5907 -7.2739 -2.9177
H 0.4233 -6.6769 -4.1009
H -0.0764 -7.8235 -2.8370
H 0.5273 -5.4774 1.8733
H 1.8235 -6.6303 2.2993
H 0.2609 -7.2424 1.6939
O 4.0549 6.6957 -1.3107
S 4.8694 5.9455 -0.4005
O 5.5562 4.7565 -0.8118
O 4.0125 5.6192 0.9178
C 2.7450 4.9687 0.7603
C 2.9060 3.4860 0.4883
C 6.0343 7.0342 0.3596
H 2.1582 5.4536 -0.0235
H 2.2045 5.1062 1.6981
H 3.3620 3.3173 -0.4887
H 1.9377 2.9820 0.4967
H 3.5565 3.0222 1.2321
H 5.5094 7.9178 0.7165
H 6.7699 7.3118 -0.3935
H 6.5203 6.5111 1.1809
*
```

Summary:
energy	-103254.89069	eV
SMILES string	O=C1c2ccccc2C(=O)c2cc(P(O)Cl)ccc21.CCOS(C)(=O)=O.CCOS(C)(=O)=O.CCOS(C)(=O)=O
largest force on an atom	3.1	eV/A

(4)
Molecular formula: C21H20NO
Method: DFT, ωB97M-V with the def2-TZVPD basis set

```
! wB97M-V def2-TZVPD RIJCOSX def2/J DEFGRID3
* xyz 1 1
C 0.4885 -0.6490 -1.1173
C 1.7642 -1.2684 -1.3282
C 2.9795 -0.5257 -1.4038
C 4.2000 -1.1756 -1.5856
C 4.2547 -2.5752 -1.6948
C 3.0717 -3.3257 -1.6336
C 1.8447 -2.6888 -1.4574
C -0.7061 -1.2297 -1.5158
C -1.9402 -0.5998 -1.4227
C -3.1894 -1.2776 -1.5484
C -4.4012 -0.5350 -1.6195
C -5.6326 -1.1791 -1.6807
C -5.6973 -2.5844 -1.6981
C -4.5110 -3.3381 -1.6639
C -3.2731 -2.7020 -1.5920
H 0.4636 0.3251 -0.6178
H 2.9296 0.5622 -1.3091
H 5.1195 -0.5940 -1.6450
H 5.2154 -3.0824 -1.7908
H 3.0972 -4.4129 -1.7157
H 0.9284 -3.2759 -1.3657
H -0.6777 -2.2279 -1.9604
H -1.9612 0.4863 -1.2641
H -4.3446 0.5538 -1.6092
H -6.5530 -0.5943 -1.7195
H -6.6664 -3.0931 -1.7567
H -4.5554 -4.4309 -1.6940
H -2.3565 -3.2970 -1.5375
C 2.0604 5.1188 4.4008
O 1.6554 3.7388 4.3917
C 1.3039 3.1234 3.2289
C 1.0174 1.7455 3.3493
C 0.7492 1.0191 2.1928
N 0.6989 1.5941 0.9760
C 0.9463 2.9094 0.8654
C 1.2387 3.7352 1.9622
H 2.3340 5.3024 5.4398
H 2.9298 5.2962 3.7529
H 1.2306 5.7801 4.1170
H 1.0346 1.2832 4.3315
H 0.5747 -0.0629 2.2579
H 0.9215 3.3460 -0.1424
H 1.4132 4.8057 1.8232
*
```

Summary:
energy	-25631.28540	eV
relative energy (zero: lowest compared OMol25 entry of this formula, charge and spin)	0.0	kJ/mol
largest force on an atom	1.3	eV/A

(5)
Molecular formula: I2K2N2O14Pb2S2
Method: DFT, ωB97M-V with the def2-TZVPD basis set

```
! wB97M-V def2-TZVPD RIJCOSX def2/J DEFGRID3
* xyz -2 1
K -1.5877 3.8796 -3.2437
K 0.4413 1.0404 -1.0067
Pb -4.2854 0.5822 -1.9138
Pb 4.5061 2.6600 0.9650
N -0.2784 -4.2679 1.5165
O -0.3291 -3.3212 0.8291
O 0.3830 -4.2874 2.4913
O -1.2565 -5.0403 1.3245
N -1.4311 -1.3978 -2.2147
O -1.7951 -2.5725 -2.1310
O -1.8012 -0.6881 -1.3253
O -0.4900 -1.2016 -3.0239
S -2.5571 2.6015 0.2647
O -3.5433 1.4920 0.5000
O -3.2412 3.9258 0.3769
O -1.5057 2.4518 1.3129
O -1.9379 2.3730 -1.0588
S 3.0701 -0.7330 1.7216
O 2.5897 -1.0586 3.0578
O 2.1073 0.0889 0.9567
O 4.3600 -0.1717 1.8304
O 3.4053 -2.0788 1.1524
I 4.0179 1.1458 -2.0309
I 1.1589 4.5779 -0.3510
*
```

Summary:
energy	-112653.42245	eV
largest force on an atom	9.1	eV/A

(6)
Molecular formula: C3H6N2O2
Method: DFT, ωB97M-V with the def2-TZVPD basis set

```
! wB97M-V def2-TZVPD RIJCOSX def2/J DEFGRID3
* xyz 0 1
C -0.6505 1.1670 0.7294
C -1.1803 -0.0006 -0.0319
C 1.0239 -0.9879 0.4354
H 0.6363 0.9627 0.8677
H -1.2849 1.1971 1.8066
H -0.8776 2.2274 0.1570
H -0.6220 -1.9775 -0.4041
H 1.3411 -1.6642 1.4005
H 2.0216 1.4399 -1.1376
N -0.2852 -1.1152 -0.2045
N 1.8853 -0.1429 0.1256
O -2.3291 -0.1205 -0.4146
O 1.3824 0.8143 -0.7023
*
```

Summary:
energy	-10279.28266	eV
relative energy (zero: lowest compared OMol25 entry of this formula, charge and spin)	532.1	kJ/mol
SMILES string	CC(=O)N/C=N\O
largest force on an atom	6.4	eV/A

(7)
Molecular formula: C5H11N3
Method: DFT, ωB97M-V with the def2-TZVPD basis set

```
! wB97M-V def2-TZVPD RIJCOSX def2/J DEFGRID3
* xyz 0 1
C 0.2340 -0.3038 0.3631
C 0.3596 0.9586 -1.1700
C 1.6885 0.6511 -1.7942
C -1.4064 -1.7167 1.6919
C -1.1876 -0.9245 0.4203
N 0.2020 0.6439 1.4159
N 0.2166 1.8205 1.0958
N 0.2703 2.1198 -0.2581
H 1.1380 -0.9520 0.5192
H -0.3641 0.8267 -1.9174
H 1.6638 -0.4772 -2.0432
H 2.4983 0.9351 -1.2503
H 1.8866 1.1636 -2.6425
H -1.5359 -1.0933 2.4887
H -0.7560 -2.6302 1.9683
H -2.3520 -2.0776 1.6794
H -2.0202 -0.2035 0.3618
H -1.3268 -1.6290 -0.3398
H 0.7915 2.8886 -0.5889
*
```

Summary:
energy	-9829.60499	eV
relative energy (zero: lowest compared OMol25 entry of this formula, charge and spin)	415.0	kJ/mol
largest force on an atom	5.5	eV/A

(8)
Molecular formula: C13H8Br4Cl3N3NaO2
Method: DFT, ωB97M-V with the def2-TZVPD basis set

```
! wB97M-V def2-TZVPD RIJCOSX def2/J DEFGRID3
* xyz -1 1
Na -0.9400 -0.0860 -0.1126
Br -3.3039 -6.5778 0.1267
C -3.1650 -4.7073 -0.0117
C -4.3515 -3.9258 -0.2837
Br -6.0050 -4.8027 -0.4665
C -4.2758 -2.5713 -0.4076
Br -5.7712 -1.4959 -0.7767
C -3.0237 -1.8516 -0.2679
O -2.9384 -0.6205 -0.3974
C -1.7978 -2.6597 0.0468
O -0.7044 -2.0910 0.2103
C -1.9550 -4.0972 0.1418
Br -0.3703 -5.0484 0.4946
C 3.7623 3.3076 0.4706
C 3.1473 1.9499 0.3742
C 3.6872 0.6799 0.4447
C 2.5970 -0.2027 0.2780
N 1.4713 0.4797 0.1160
N 1.8346 1.7800 0.1800
C 2.6087 -1.7022 0.2705
H 4.8384 3.2152 0.6124
H 3.3454 3.8691 1.3065
H 3.5750 3.8879 -0.4327
H 4.7246 0.4243 0.5957
H 1.1202 2.4925 0.0751
H 3.6292 -2.0729 0.3598
H 2.1662 -2.0921 -0.6474
H 2.0091 -2.1037 1.0891
Cl -2.2424 5.6212 0.4849
C -1.2636 4.7827 -0.6767
Cl -1.3675 5.3787 -2.3033
Cl 1.1085 5.1729 0.0097
C -1.2196 3.3855 -0.5450
N -0.9303 2.2817 -0.3582
*
```

Summary:
energy	-344332.34990	eV
relative energy (zero: lowest compared OMol25 entry of this formula, charge and spin)	47.8	kJ/mol
largest force on an atom	2.1	eV/A

> What is the energy in the eighth record?

-344332.34990 eV